Record 1
Entry from the Open Molecules 2025 dataset: a cluster of 2 separate species, C4H11NOS in total (ωB97M-V/def2-TZVPD).

Geometry as XYZ:
```
18
Properties=species:S:1:pos:R:3
C -1.9070 -1.0162 -0.5055
C -1.5797 -0.4044 0.6321
C -0.7254 -0.9903 1.7235
C -2.2075 0.8977 0.9646
H -2.7199 -0.7445 -1.2036
H -1.4478 -2.0008 -0.7993
H 0.2510 -0.4791 1.9812
H -1.3121 -1.2014 2.6821
H -0.6053 -1.9936 1.4353
H -3.0760 1.1219 0.2602
H -1.2969 1.5844 0.9334
H -2.6756 0.7752 1.9605
N 3.2786 -1.0936 -0.4374
S 3.1507 0.6567 -0.4061
O 4.7197 1.0893 -0.4843
H 2.8793 -1.4801 -1.3661
H 2.8899 -1.5610 0.3532
H 5.3608 0.3620 -0.7179
```

Values from the calculation:
HOMO-LUMO gap	8.994	eV
E_HOMO	-8.28	eV
SMILES	C=C(C)C.NSO
strongest force on any atom	0.06078	Eh/bohr

Let us look at the Mulliken charges, expressed in e, one per atom:
1 C -0.895
2 C 0.820
3 C -1.124
4 C -0.975
5 H 0.247
6 H 0.219
7 H 0.241
8 H 0.294
9 H 0.371
10 H 0.302
11 H 0.234
12 H 0.271
13 N -0.568
14 S 0.191
15 O -0.473
16 H 0.265
17 H 0.252
18 H 0.331

***

Record 2
Entry from the Open Molecules 2025 dataset: a structure of composition C33H35N2O3TeTi (ωB97M-V/def2-TZVPD).

Geometry as XYZ:
```
75
Properties=species:S:1:pos:R:3
Ti 0.3501 -0.0760 -0.7206
C 0.8533 0.3614 3.5688
O 0.2468 -0.8952 3.7947
C 0.7292 -1.9311 3.0453
C 0.9369 -3.1447 3.6827
C 1.3294 -4.2574 2.9419
C 1.5139 -4.1575 1.5845
C 1.3079 -2.9402 0.8922
C 1.4907 -2.9188 -0.5131
N 1.3014 -1.8646 -1.2845
N 1.6160 -2.0310 -2.6038
C 1.2869 -0.9422 -3.2600
O 0.7377 0.0700 -2.6602
C 1.5403 -0.8231 -4.7043
C 1.9545 -1.9269 -5.4584
C 2.1819 -1.7974 -6.8141
C 1.9997 -0.5691 -7.4427
C 1.5888 0.5272 -6.6998
C 1.3581 0.4052 -5.3401
C 0.9060 -1.8084 1.6580
O 0.6738 -0.6422 1.0702
H 0.6899 0.9469 4.4734
H 0.3996 0.8666 2.7120
H 1.9286 0.2471 3.3908
H 0.7745 -3.1994 4.7509
H 1.4909 -5.2062 3.4391
H 1.8208 -5.0268 1.0144
H 1.8425 -3.8296 -0.9942
H 2.0946 -2.8741 -4.9567
H 2.5023 -2.6595 -7.3866
H 2.1780 -0.4691 -8.5061
H 1.4476 1.4879 -7.1792
H 1.0385 1.2565 -4.7548
C -1.8206 -4.4083 0.0024
C -1.9428 -2.9471 -0.3295
C -1.9046 -2.5049 -1.6502
C -2.0052 -1.1556 -1.9676
C -2.1144 -0.7051 -3.3997
C -2.1159 -0.2202 -0.9183
C -2.1760 -0.6526 0.4281
C -2.3408 0.3464 1.5376
C -2.0941 -2.0106 0.6980
H -2.7985 -4.8331 0.2458
H -1.1674 -4.5489 0.8635
H -1.4053 -4.9667 -0.8358
H -1.7813 -3.2213 -2.4546
H -1.5764 0.2293 -3.5602
H -3.1658 -0.5494 -3.6567
H -1.7070 -1.4533 -4.0793
H -2.3174 0.8245 -1.1519
H -1.5332 1.0834 1.5273
H -2.3262 -0.1466 2.5081
H -3.2825 0.8866 1.4259
H -2.1105 -2.3431 1.7293
C -0.6005 5.0049 5.1615
C -0.2984 4.4672 3.7911
C 0.9778 4.0555 3.4424
C 1.2694 3.5425 2.1821
C 2.6765 3.1005 1.9109
C 0.2574 3.4421 1.2145
Te 0.7427 2.7162 -0.7369
C -1.0333 3.8765 1.5509
C -2.1910 3.8408 0.5926
C -1.2883 4.3682 2.8271
H 0.2931 5.0065 5.7860
H -1.3589 4.4030 5.6666
H -0.9766 6.0293 5.1147
H 1.7742 4.1158 4.1774
H 3.2509 3.0722 2.8380
H 3.1734 3.7759 1.2115
H 2.6961 2.1131 1.4460
H -1.8588 3.6971 -0.4336
H -2.7599 4.7701 0.6535
H -2.8734 3.0285 0.8375
H -2.2976 4.6925 3.0645
```

Values from the calculation:
HOMO-LUMO gap (alpha / beta)	5.093 / 6.976	eV
multiplicity	3
E_HOMO (alpha / beta)	-2.47 / -4.36	eV
strongest force on any atom	0.01696	Eh/bohr
total charge	-1

Let us look at the Mulliken charges, expressed in e, one per atom:
1 Ti 0.298
2 C -0.411
3 O -0.514
4 C 0.122
5 C -0.667
6 C -0.559
7 C -1.131
8 C 0.685
9 C -1.180
10 N 1.071
11 N -1.207
12 C 0.470
13 O -0.506
14 C 0.381
15 C -0.415
16 C -0.593
17 C -0.374
18 C -0.682
19 C -0.309
20 C 1.095
21 O 0.275
22 H 0.275
23 H -0.139
24 H 0.304
25 H 0.460
26 H 0.348
27 H 0.362
28 H 0.207
29 H 0.444
30 H 0.366
31 H 0.366
32 H 0.381
33 H 0.473
34 C -1.652
35 C 0.502
36 C -0.725
37 C 1.560
38 C -1.696
39 C -1.096
40 C 0.767
41 C -0.950
42 C -0.206
43 H 0.408
44 H 0.289
45 H 0.342
46 H 0.277
47 H 0.258
48 H 0.463
49 H 0.357
50 H 0.585
51 H -0.505
52 H 0.341
53 H 0.514
54 H 0.328
55 C -1.557
56 C 0.813
57 C -0.908
58 C 1.139
59 C -1.926
60 C -0.375
61 Te -0.279
62 C 1.015
63 C -1.588
64 C -0.841
65 H 0.344
66 H 0.327
67 H 0.362
68 H 0.207
69 H 0.379
70 H 0.376
71 H 0.330
72 H 0.292
73 H 0.501
74 H 0.134
75 H 0.398